# 1
The following is a quantum chemistry calculation of C2H4N2O2 in the gas phase, from the Open Molecules 2025 dataset.

The geometry in ORCA input format:
```
! wB97M-V def2-TZVPD RIJCOSX def2/J DEFGRID3
* xyz 0 1
H -2.117 -0.325 -1.391
N -1.128 -0.378 -1.639
C -0.421 -0.224 -0.577
N -0.974 0.003 0.637
O 0.923 -0.323 -0.711
C 1.735 0.038 0.305
O 1.427 0.544 1.376
H -1.877 0.457 0.643
H -0.341 0.388 1.342
H 2.775 -0.179 0.015
*
```

E_tot   -9213.7082 eV
SMILES string   [H]/N=C(\N)OC=O
Highest occupied orbital energy   -0.34848 Eh
Frontier orbital gap   10.3 eV


# 2
The following is a quantum chemistry calculation of a 2-piece molecular cluster, C4H8NO3 overall, from the Open Molecules 2025 dataset.

The geometry in ORCA input format:
```
! wB97M-V def2-TZVPD RIJCOSX def2/J DEFGRID3
* xyz -1 1
O 1.294 -1.285 -1.531
C 0.382 -1.241 -0.772
N -1.032 -0.237 -1.078
C -0.182 0.084 -0.094
C -0.860 -0.137 1.273
O -2.029 -0.795 1.146
C 0.841 1.348 -0.376
O 0.833 2.126 0.659
H 3.013 0.804 2.416
H 0.050 -2.115 -0.244
H 2.982 1.554 2.479
H -0.111 -0.621 1.918
H -1.025 0.861 1.702
H 0.446 1.823 -1.303
H -1.879 -0.588 -0.500
H 1.837 0.897 -0.620
*
```

E_tot   -11904.6338 eV
Highest occupied orbital energy   -0.14162 Eh
Frontier orbital gap   5.7 eV